No. 1
Entry from OMol25: C4H8NO2 as an isolated structure at a distorted geometry (wB97M-V/def2-TZVPD).

The geometry in XYZ format:
```
15
Properties=species:S:1:pos:R:3:nbo_charge:R:1
C -0.43 0.76 0.70 -0.267
C -1.49 0.20 -0.18 -0.569
C -2.59 -0.50 0.18 0.276
O -3.55 -0.81 -0.60 -0.779
N 0.89 0.72 -0.01 -0.451
C 1.44 -0.71 -0.07 0.321
O 2.50 -1.42 -0.53 -0.636
H -0.41 0.04 1.57 0.165
H -0.65 1.74 1.19 0.198
H 3.20 1.22 -1.17 -0.012
H -1.46 0.44 -1.25 0.184
H -2.56 -1.01 1.24 0.047
H 0.73 -0.11 -0.93 0.377
H 3.58 0.79 -0.68 0.009
H 0.80 -1.34 0.54 0.136
```

Properties
Gap between HOMO and LUMO = 6.491 eV
Calculated total energy = -362.27195 a.u.
Relative energy (zero: lowest compared OMol25 entry of this formula, charge and spin) = 662.4 kJ/mol
HOMO = -2.893 eV
E_LUMO = 3.6 eV
Net charge = -1

---

No. 2
Entry from OMol25: C4H2S as an isolated structure at a distorted geometry (wB97M-V/def2-TZVPD).

The geometry in XYZ format:
```
7
Properties=species:S:1:pos:R:3:nbo_charge:R:1
C 0.17 1.39 0.00 -0.641
C -1.04 -0.92 0.00 -0.465
C -0.18 0.06 0.00 0.264
C -0.99 2.04 0.00 0.173
S -2.55 -0.08 0.00 0.134
H 1.17 1.77 0.01 0.283
H -0.92 -1.98 -0.01 0.251
```

Properties
Gap between HOMO and LUMO = 7.117 eV
Calculated total energy = -551.56004 a.u.
Relative energy (zero: lowest compared OMol25 entry of this formula, charge and spin) = 330.8 kJ/mol
HOMO = -8.555 eV
E_LUMO = -1.4 eV
Net charge = 0

---

No. 3
Entry from OMol25: one molecule with the formula C3H6BClO3 (wB97M-V/def2-TZVPD).

The geometry in XYZ format:
```
14
Properties=species:S:1:pos:R:3:nbo_charge:R:1
B -2.04 -0.44 -0.19 1.070
C -0.59 0.13 -0.01 -0.559
C 0.55 -0.54 0.12 0.023
C 1.91 0.09 0.27 -0.108
O -2.25 -1.77 -0.27 -0.877
O -3.03 0.48 -0.25 -0.880
O 2.64 -0.14 -0.91 -0.710
Cl 0.61 -2.25 0.11 0.022
H -0.51 1.21 0.00 0.226
H 1.79 1.17 0.44 0.172
H 2.42 -0.35 1.14 0.178
H -3.15 -2.07 -0.38 0.487
H -3.93 0.16 -0.36 0.485
H 3.56 0.11 -0.77 0.472
```

Properties
Gap between HOMO and LUMO = 9.726 eV
Calculated total energy = -828.76156 a.u.
Relative energy (zero: lowest compared OMol25 entry of this formula, charge and spin) = 0.0 kJ/mol
HOMO = -9.420 eV
E_LUMO = 0.3 eV
Net charge = 0
SMILES = OC/C(Cl)=C/B(O)O

---

No. 4
Entry from OMol25: a 3-piece molecular cluster, C11H28N2O7Si overall (wB97M-V/def2-TZVPD).

The geometry in XYZ format:
```
49
Properties=species:S:1:pos:R:3:nbo_charge:R:1
C 3.06 -0.58 0.88 -0.242
O 3.15 -1.98 0.71 -0.543
C 2.05 -2.70 1.22 -0.075
C 0.91 -2.86 0.17 0.082
C -0.47 -2.76 0.85 -0.451
C -1.62 -2.19 0.00 -0.054
O -2.35 -1.23 0.74 -0.886
Si -2.08 0.41 0.55 1.903
C -0.53 0.81 -0.40 -1.159
C -1.88 1.14 2.26 -1.139
C -3.56 1.21 -0.25 -1.143
O 1.03 -1.90 -0.84 -0.558
C 1.84 -2.27 -1.95 -0.241
H 2.12 -0.28 1.35 0.166
H 3.91 -0.21 1.46 0.172
H 3.08 -0.09 -0.10 0.183
H 2.42 -3.68 1.51 0.187
H 1.67 -2.22 2.12 0.159
H 1.01 -3.87 -0.25 0.164
H -0.75 -3.76 1.17 0.213
H -0.42 -2.16 1.75 0.212
H -2.32 -3.00 -0.24 0.174
H -1.26 -1.80 -0.95 0.191
H -0.52 1.90 -0.54 0.239
H -0.55 0.36 -1.39 0.244
H 0.39 0.49 0.09 0.233
H -1.43 2.13 2.10 0.234
H -1.16 0.57 2.85 0.227
H -2.82 1.24 2.80 0.240
H -3.91 0.69 -1.14 0.247
H -4.36 1.27 0.49 0.233
H -3.31 2.24 -0.52 0.238
H 2.55 -3.06 -1.67 0.180
H 2.42 -1.40 -2.25 0.185
H 1.20 -2.60 -2.77 0.175
C 2.19 2.52 2.99 -0.485
N 0.88 3.22 3.08 0.536
O 0.50 3.85 2.11 -0.377
O 0.27 3.09 4.12 -0.369
H 2.62 2.72 2.01 0.229
H 2.82 2.92 3.78 0.235
H 2.01 1.46 3.14 0.234
C -0.96 2.13 -4.89 -0.484
N -1.63 1.30 -3.85 0.537
O -1.33 0.13 -3.78 -0.378
O -2.43 1.86 -3.14 -0.371
H -0.28 1.49 -5.45 0.230
H -1.74 2.53 -5.53 0.236
H -0.44 2.93 -4.38 0.236
```

Properties
Gap between HOMO and LUMO = 9.487 eV
Calculated total energy = -1361.42211 a.u.
HOMO = -9.246 eV
E_LUMO = 0.2 eV
Net charge = 0
SMILES = COC[C@@H](CCO[Si](C)(C)C)OC.C[N+](=O)[O-].C[N+](=O)[O-]